Entry 1:
Density functional theory data (the ωB97M-V functional and the def2-TZVPD basis) for a gas-phase ion, C4H4N3O5S (charge -1) in a non-equilibrium geometry.

Positions of all 17 atoms, in Å:
C 0.183 1.507 -0.096
C -1.983 0.942 -0.385
C -0.157 -0.747 0.038
C 2.104 0.185 0.398
N -1.071 1.806 -0.240
N 0.600 0.237 0.081
N -3.279 1.033 -0.035
O -4.004 0.069 -0.100
O -0.382 -3.338 -0.118
O -3.705 2.191 0.001
O 1.266 -1.994 -1.447
O 1.557 -2.263 0.950
S 0.631 -2.268 -0.181
H 0.890 2.333 -0.165
H 2.400 0.054 1.454
H 2.361 -0.742 -0.098
H 2.588 0.994 -0.057

Summary:
Frontier orbital gap: 7.494 eV
Energy: -1093.26282 a.u.
Net charge: -1
Energy relative to the best compared isomer or geometry (same formula, charge and spin): 127.9 kcal/mol
LUMO: 2.42 eV
HOMO energy: -5.071 eV


Entry 2:
Density functional theory data (the ωB97M-V functional and the def2-TZVPD basis) for a single C4H4N4 molecule in a non-equilibrium geometry.

Positions of all 12 atoms, in Å:
C 1.580 0.757 -0.427
N 2.201 -0.362 -0.274
N 1.277 -1.450 0.024
C 0.129 -0.814 0.240
C -1.270 -1.294 -0.169
N -2.134 -0.297 -0.233
N -1.290 0.847 -0.186
C 0.047 0.593 0.251
H 2.153 1.687 -0.118
H -1.605 -2.278 -0.470
H -1.686 1.854 0.081
H 0.599 0.757 1.281

Summary:
Frontier orbital gap: 8.728 eV
Energy: -373.66249 a.u.
Energy relative to the best compared isomer or geometry (same formula, charge and spin): 114.5 kcal/mol
LUMO: -0.45 eV
SMILES: C1=NN=C2C=NN[C@H]12
HOMO energy: -9.183 eV


Entry 3:
Density functional theory data (the ωB97M-V functional and the def2-TZVPD basis) for a single C4H4N4 molecule in a non-equilibrium geometry.

Positions of all 12 atoms, in Å:
C 1.920 0.156 -0.801
N 1.516 0.753 0.348
C 0.216 0.437 0.520
N -0.838 0.464 1.372
C -1.889 -0.159 0.713
N -1.550 -0.632 -0.451
C -0.276 -0.179 -0.613
N 0.828 -0.405 -1.379
H 2.899 0.392 -1.242
H -1.082 0.920 2.320
H -2.808 -0.283 1.205
H 1.065 -1.463 -1.993

Summary:
Frontier orbital gap: 8.966 eV
Energy: -373.79006 a.u.
Energy relative to the best compared isomer or geometry (same formula, charge and spin): 34.4 kcal/mol
LUMO: 0.77 eV
SMILES: c1nc2[nH]cnc2[nH]1
HOMO energy: -8.194 eV